# C19H16N4O3S

C19H16N4O3S in the gas phase (wB97M-V/def2-TZVPD, the OMol25 dataset).

Geometry as ORCA input:
```
! RIJCOSX wB97M-V def2-TZVPD def2/J DEFGRID3
* xyz 0 1
C -2.578 -2.963 1.252
H -2.210 -3.647 2.015
H -3.041 -2.099 1.736
H -3.315 -3.481 0.630
O -1.445 -2.583 0.507
C -1.592 -1.678 -0.490
C -2.813 -1.191 -0.945
C -2.864 -0.301 -2.004
C -1.708 0.089 -2.659
C -0.489 -0.392 -2.225
C -0.412 -1.241 -1.122
C 0.930 -1.560 -0.603
O 1.885 -1.821 -1.290
C 1.110 -1.439 0.940
N 2.443 -1.051 1.283
C 3.081 -0.010 0.632
C 4.477 -0.047 0.574
C 5.199 0.956 -0.029
C 4.533 2.030 -0.608
C 3.162 2.086 -0.550
C 2.400 1.087 0.076
C 0.957 1.308 0.123
N 0.510 2.316 -0.630
N -0.715 2.720 -0.606
C -1.539 2.156 0.264
N -1.242 1.084 0.994
C -0.019 0.606 0.885
O 0.156 -0.570 1.511
S -3.139 2.815 0.394
C -3.842 1.664 1.611
H -3.274 1.727 2.532
H -4.871 1.970 1.768
H -3.792 0.659 1.207
H 2.626 2.915 -0.984
H 5.088 2.817 -1.094
H 6.277 0.900 -0.059
H 4.986 -0.894 1.011
H 3.060 -1.808 1.537
H 0.896 -2.415 1.390
H 0.431 -0.082 -2.696
H -1.753 0.777 -3.487
H -3.820 0.088 -2.320
H -3.733 -1.496 -0.471
*
```

Calculated values
SMILES string	COc1ccccc1C(=O)[C@H]1Nc2ccccc2-c2nnc(SC)nc2O1
energy above the lowest of the compared OMol25 structures with the same formula, charge and spin	142.09	kJ/mol
HOMO-LUMO gap	7.71	eV
LUMO energy	-0.20	eV
max |F|	1.1	eV/A
HOMO level	-7.910	eV


# C19H17AsBr4N2O2PdS

A molecular structure, C19H17AsBr4N2O2PdS (wB97M-V/def2-TZVPD, the OMol25 dataset).

Geometry as ORCA input:
```
! RIJCOSX wB97M-V def2-TZVPD def2/J DEFGRID3
* xyz 2 1
Pd 0.721 -0.189 1.265
Br -1.178 -6.718 -0.855
C -0.228 -5.116 -0.648
C 1.167 -5.086 -0.856
Br 2.075 -6.640 -1.390
C 1.885 -3.916 -0.594
Br 3.758 -3.876 -0.724
C 1.254 -2.738 -0.128
O 1.900 -1.697 0.181
C -0.206 -2.768 0.082
O -0.795 -1.762 0.556
C -0.888 -3.979 -0.192
Br -2.719 -3.994 0.212
C -0.672 1.164 4.593
As -0.489 -0.367 3.385
C -2.346 -0.949 3.300
C 0.350 -1.736 4.596
C -0.007 -3.082 4.096
C 0.716 -3.639 3.034
C 0.421 -4.913 2.591
C -0.629 -5.625 3.166
C -1.361 -5.073 4.212
C -1.063 -3.802 4.665
H -1.153 0.843 5.521
H -1.315 1.905 4.114
H 0.292 1.622 4.820
H -2.766 -0.983 4.310
H -2.426 -1.929 2.828
H -2.921 -0.235 2.703
H -0.020 -1.561 5.612
H 1.432 -1.574 4.568
H 1.534 -3.068 2.599
H 1.019 -5.380 1.822
H -0.894 -6.603 2.793
H -2.141 -5.645 4.689
H -1.626 -3.373 5.484
S 0.797 1.340 -0.758
C 2.192 1.897 -0.006
N 2.981 2.873 -0.551
C 4.038 3.375 0.113
C 4.371 2.872 1.346
C 3.570 1.832 1.854
N 2.519 1.384 1.210
H 2.731 3.226 -1.474
H 4.595 4.178 -0.354
H 5.207 3.250 1.911
H 3.787 1.372 2.810
*
```

Calculated values
energy above the lowest of the compared OMol25 structures with the same formula, charge and spin	135.35	kJ/mol
HOMO-LUMO gap (alpha / beta)	5.16 / 5.16	eV
LUMO energy (alpha / beta)	-8.85 / -8.84	eV
max |F|	3.6	eV/A
HOMO level (alpha / beta)	-14.006 / -14.007	eV


# C19H17BBrN2O5PtSTe

A molecular structure, C19H17BBrN2O5PtSTe (wB97M-V/def2-TZVPD, the OMol25 dataset).

Geometry as ORCA input:
```
! RIJCOSX wB97M-V def2-TZVPD def2/J DEFGRID3
* xyz 1 1
Pt -0.894 1.416 0.531
O 0.775 0.067 2.231
S 0.539 -0.736 1.069
O 0.824 -2.274 1.282
O -0.917 -0.687 0.654
O 1.354 -0.375 -0.084
O -0.878 4.388 0.831
C -0.881 3.272 0.715
Br -0.648 -2.388 -4.268
C -0.151 -0.668 -3.643
C 0.866 0.022 -4.281
C 1.164 1.293 -3.832
C 0.443 1.809 -2.768
N -0.523 1.138 -2.144
C -0.822 -0.091 -2.574
H 1.387 -0.414 -5.123
H 1.929 1.887 -4.312
H 0.640 2.811 -2.408
H -1.649 -0.598 -2.089
Te 0.748 -3.056 -0.571
C 0.387 -4.961 0.188
C 0.043 -5.903 -0.776
C -0.209 -7.206 -0.373
C -0.138 -7.539 0.972
C 0.186 -6.579 1.923
C 0.453 -5.274 1.538
C 2.793 -3.222 -0.848
C 3.273 -2.991 -2.131
C 4.632 -3.146 -2.368
C 5.477 -3.505 -1.328
C 4.979 -3.719 -0.047
C 3.623 -3.592 0.203
H -0.028 -5.644 -1.827
H -0.473 -7.954 -1.108
H -0.346 -8.553 1.284
H 0.227 -6.845 2.970
H 0.692 -4.522 2.278
H 2.610 -2.691 -2.934
H 5.027 -2.979 -3.360
H 6.537 -3.618 -1.513
H 5.648 -3.992 0.758
H 3.231 -3.767 1.197
B -4.958 -0.115 -0.261
C -3.758 0.789 0.125
N -2.852 1.479 0.374
H -5.671 -0.220 0.701
H -4.407 -1.163 -0.549
H -5.483 0.403 -1.215
*
```

Calculated values
energy above the lowest of the compared OMol25 structures with the same formula, charge and spin	254.42	kJ/mol
HOMO-LUMO gap	6.85	eV
LUMO energy	-5.21	eV
max |F|	1.0	eV/A
HOMO level	-12.054	eV


# C19H17BrF3N3O3

C19H17BrF3N3O3 in the gas phase (wB97M-V/def2-TZVPD, the OMol25 dataset).

Geometry as ORCA input:
```
! RIJCOSX wB97M-V def2-TZVPD def2/J DEFGRID3
* xyz 0 1
O -0.548 -3.344 -0.540
C 0.125 -2.514 0.051
C 1.576 -2.806 0.309
C 2.295 -3.517 -0.640
C 3.624 -3.836 -0.417
C 4.243 -3.464 0.766
Br 6.068 -3.940 0.985
C 3.526 -2.776 1.745
C 4.157 -2.369 3.063
F 3.281 -1.722 3.847
F 4.591 -3.434 3.756
F 5.199 -1.542 2.874
C 2.196 -2.460 1.505
N -0.398 -1.357 0.537
C 0.344 -0.096 0.532
C 0.251 0.508 -0.869
C -1.190 0.708 -1.342
C -2.066 -0.510 -1.023
C -1.825 -1.122 0.357
C -1.316 1.175 -2.815
C -1.987 2.478 -2.347
N -1.766 2.020 -0.952
C -2.153 2.510 0.245
O -2.159 1.831 1.270
C -2.631 3.899 0.277
C -2.167 5.059 -0.389
N -2.739 6.146 0.035
O -3.619 5.724 1.019
C -3.522 4.406 1.172
H 1.816 -3.829 -1.558
H 4.184 -4.383 -1.162
H 1.627 -1.955 2.273
H -0.136 0.564 1.257
H 1.367 -0.198 0.879
H 0.784 1.464 -0.899
H 0.770 -0.150 -1.575
H -3.122 -0.245 -1.129
H -1.872 -1.283 -1.771
H -2.383 -2.041 0.514
H -2.142 -0.440 1.143
H -0.344 1.308 -3.283
H -1.952 0.513 -3.398
H -1.426 3.381 -2.565
H -3.053 2.556 -2.552
H -1.389 5.122 -1.133
H -4.119 3.961 1.948
*
```

Calculated values
SMILES string	O=C(c1ccc(Br)c(C(F)(F)F)c1)N1CCC2(CC1)CCN2C(=O)c1cnoc1
energy above the lowest of the compared OMol25 structures with the same formula, charge and spin	19.60	kJ/mol
HOMO-LUMO gap	9.62	eV
LUMO energy	0.20	eV
max |F|	1.1	eV/A
HOMO level	-9.419	eV